1.
Here is a structure of composition C42H36ClN6O6PS4Zr from the OMol25 dataset. Energies are from the ωB97M-V functional and the def2-TZVPD basis.

Last column: Mulliken charge in e.
Geometry (Å):
Zr1 0.75 0.31 0.09  -2.6779
O1 -1.28 1.77 5.54  -0.5612
C1 -1.79 0.60 5.18  0.2444
O2 -2.71 0.09 5.75  -0.5388
C2 -1.19 -0.08 3.99  0.7004
C3 -1.51 -1.38 3.58  0.3849
Cl1 -2.47 -2.55 4.33  -0.0675
N1 -0.87 -1.64 2.42  -0.2882
N2 -0.13 -0.56 2.05  2.8910
C4 -0.33 0.37 2.99  -1.6005
C5 0.35 1.67 2.76  0.6851
O3 0.54 2.48 3.63  -0.8533
O4 0.74 1.80 1.52  0.0985
C6 -0.92 -2.84 1.63  -0.1672
C7 0.23 -3.56 1.39  -0.2268
C8 0.15 -4.72 0.64  -0.7082
C9 -1.07 -5.15 0.15  -0.7049
C10 -2.22 -4.42 0.41  -1.0151
C11 -2.16 -3.26 1.16  -0.0349
H1 -0.55 2.07 4.97  0.3871
H2 1.18 -3.25 1.80  0.3127
H3 1.04 -5.30 0.45  0.5446
H4 -1.14 -6.06 -0.44  0.4474
H5 -3.18 -4.75 0.03  0.5017
H6 -3.05 -2.67 1.36  0.4403
C12 2.72 -1.02 3.38  -0.7711
C13 3.22 0.09 2.53  0.2368
N3 2.91 0.29 1.26  0.9344
C14 3.60 1.38 0.76  -0.0414
C15 4.39 2.03 1.65  -0.2443
S1 4.32 1.23 3.15  -0.1881
C16 3.47 1.67 -0.66  -0.9732
C17 4.35 2.32 -1.47  -0.3806
S2 3.82 2.23 -3.10  -0.1803
C18 2.44 1.34 -2.63  0.0102
N4 2.37 1.16 -1.32  1.6506
C19 1.48 0.76 -3.60  -0.7998
H7 2.21 -1.75 2.77  -0.3284
H8 2.02 -0.65 4.14  0.2855
H9 3.54 -1.50 3.90  0.6120
H10 4.99 2.91 1.49  0.5437
H11 5.29 2.78 -1.21  0.5377
H12 1.99 0.03 -4.23  0.4105
H13 1.05 1.52 -4.26  0.5102
H14 0.67 0.25 -3.08  -0.3639
O5 -3.45 -1.21 -0.83  -0.5855
C20 -3.10 -2.13 -1.75  0.4268
C21 -4.15 -2.85 -2.34  -0.5906
C22 -3.89 -3.83 -3.27  -0.5170
C23 -2.58 -4.13 -3.65  -0.9013
C24 -1.55 -3.43 -3.07  -1.0237
C25 -1.78 -2.42 -2.12  0.3676
C26 -0.61 -1.78 -1.50  0.3259
O6 -0.81 -0.70 -0.72  2.3269
N5 0.57 -2.25 -1.68  -0.7667
N6 1.56 -1.58 -0.95  0.9381
C27 2.69 -2.21 -1.13  -0.3190
S3 2.74 -3.63 -2.12  0.1147
C28 4.46 -4.06 -1.72  -0.6585
C29 5.23 -2.78 -1.50  -0.6666
S4 4.21 -1.71 -0.44  0.1520
H15 -2.68 -0.70 -0.57  -0.3871
H16 -5.16 -2.61 -2.04  0.5069
H17 -4.72 -4.37 -3.71  0.4488
H18 -2.38 -4.89 -4.38  0.4832
H19 -0.52 -3.65 -3.35  0.4761
H20 4.86 -4.63 -2.56  0.4635
H21 4.47 -4.70 -0.83  0.2972
H22 5.43 -2.27 -2.44  0.2950
H23 6.16 -2.95 -0.97  0.4524
C30 -1.17 2.64 -2.72  -1.6584
P1 -0.82 2.45 -0.95  2.7041
C31 -0.23 4.08 -0.44  0.5129
C32 -1.07 5.04 0.13  -0.6429
C33 -0.57 6.29 0.46  -0.7543
C34 0.75 6.60 0.20  -0.6521
C35 1.59 5.66 -0.38  -0.7627
C36 1.10 4.40 -0.69  -0.1023
C37 -2.43 2.19 -0.16  0.2254
C38 -3.57 1.89 -0.90  -0.9608
C39 -4.78 1.65 -0.26  -0.7460
C40 -4.86 1.71 1.12  -0.7881
C41 -3.73 2.02 1.87  -0.8888
C42 -2.53 2.26 1.24  -0.7956
H24 -1.96 3.38 -2.85  0.5625
H25 -1.45 1.71 -3.20  0.4749
H26 -0.27 3.04 -3.19  0.3806
H27 -2.11 4.81 0.32  0.4253
H28 -1.23 7.02 0.90  0.4536
H29 1.14 7.58 0.46  0.4251
H30 2.63 5.90 -0.58  0.4652
H31 1.77 3.68 -1.14  0.0314
H32 -3.53 1.83 -1.98  0.3419
H33 -5.65 1.42 -0.85  0.4813
H34 -5.80 1.53 1.61  0.4632
H35 -3.80 2.10 2.95  0.5379
H36 -1.68 2.57 1.83  0.9536

Output
- HOMO-LUMO gap (eV) = 6.96
- HOMO (Ha) = -0.47528
- charge = +2
- total energy (hartree) = -4843.21677

=====

2.
Here is a structure of composition C14H20Cl3N2O10RuS from the OMol25 dataset. Energies are from the ωB97M-V functional and the def2-TZVPD basis.

Last column: natural (NBO) charge in e.
Geometry (Å):
Ru1 -0.43 0.08 0.39  1.5288
C1 -1.92 1.55 3.60  -0.6772
C2 -0.58 0.93 3.49  0.4542
N1 -0.03 0.40 2.40  -0.4962
C3 1.20 -0.09 2.75  -0.0088
C4 1.41 0.13 4.07  0.0472
N2 0.28 0.77 4.51  -0.4599
C5 2.52 -0.15 5.04  0.7642
O1 3.56 -0.80 4.58  -0.6426
O2 2.38 0.20 6.18  -0.5533
C6 2.02 -0.69 1.68  0.7904
O3 3.08 -1.24 1.89  -0.6055
O4 1.45 -0.61 0.50  -0.7134
H1 -2.31 1.76 2.61  0.2646
H2 -1.87 2.47 4.18  0.2513
H3 -2.61 0.87 4.10  0.2545
H4 0.17 1.07 5.47  0.4636
H5 3.48 -1.04 3.62  0.5180
O5 0.23 2.35 -0.12  -0.9282
H6 -0.53 2.95 -0.11  0.5048
H7 0.53 2.32 -1.04  0.5124
Cl1 0.79 -1.68 -4.93  0.0778
C7 0.19 -0.40 -3.90  -0.2164
Cl2 -1.41 0.13 -4.45  0.0549
Cl3 1.33 0.96 -3.92  0.0479
C8 0.03 -0.87 -2.42  0.7968
O6 0.21 -2.05 -2.15  -0.6317
O7 -0.30 0.07 -1.63  -0.7123
C9 -0.92 -5.00 -1.75  -0.6327
C10 -1.27 -4.29 -0.45  -0.6019
S1 -0.05 -3.07 0.06  1.5960
O8 -0.27 -2.70 1.47  -0.7952
C11 1.59 -3.75 -0.17  -0.6054
C12 1.84 -4.93 0.75  -0.6286
H8 -1.75 -5.65 -2.01  0.2512
H9 -0.02 -5.61 -1.65  0.2188
H10 -0.78 -4.29 -2.56  0.2502
H11 -1.34 -4.96 0.41  0.2577
H12 -2.18 -3.70 -0.52  0.2869
H13 2.25 -2.91 0.02  0.2902
H14 1.63 -3.99 -1.24  0.2678
H15 1.75 -4.63 1.80  0.2373
H16 2.86 -5.28 0.59  0.2542
H17 1.16 -5.76 0.56  0.2165
C13 -4.46 -0.04 -0.34  -0.7264
C14 -3.00 -0.24 -0.07  0.8151
O9 -2.42 -1.31 -0.27  -0.6882
O10 -2.32 0.76 0.42  -0.7038
H18 -4.66 -0.32 -1.37  0.2572
H19 -4.76 0.99 -0.16  0.2426
H20 -5.03 -0.71 0.30  0.2543

Output
- HOMO-LUMO gap (alpha / beta) (eV) = 9.72 / 7.12
- HOMO (alpha / beta) (Ha) = -0.46878 / -0.47361
- spin multiplicity = 5
- charge = +1
- total energy (hartree) = -3280.87314

=====

3.
Here is the molecule C20H22N2O5S from the OMol25 dataset. Energies are from the ωB97M-V functional and the def2-TZVPD basis.

Last column: natural (NBO) charge in e.
Geometry (Å):
C1 -1.20 4.01 5.48  -0.2535
H1 -2.19 3.77 5.85  0.2013
O1 -1.01 3.20 4.34  -0.5055
C2 0.15 3.31 3.64  0.3886
C3 0.25 2.50 2.52  -0.2940
C4 1.39 2.54 1.74  0.2351
C5 2.45 3.37 2.07  -0.2563
C6 2.35 4.17 3.19  -0.1804
C7 1.21 4.15 3.98  -0.3260
H2 1.16 4.79 4.85  0.2195
H3 3.17 4.82 3.47  0.2167
H4 3.34 3.39 1.46  0.2271
N1 1.49 1.72 0.59  -0.4990
C8 2.54 0.87 0.34  0.6916
O2 3.51 0.71 1.03  -0.5523
C9 2.22 0.19 -0.98  -0.3166
N2 0.99 0.81 -1.37  -0.3999
C10 0.54 1.67 -0.43  0.2969
S1 -0.84 2.54 -0.49  -0.1882
C11 0.21 0.36 -2.51  -0.2371
C12 -0.35 -1.01 -2.25  -0.0235
C13 -1.29 -1.17 -1.24  -0.3281
C14 -1.80 -2.43 -0.95  0.2861
C15 -1.37 -3.55 -1.69  0.2614
C16 -0.41 -3.39 -2.69  0.2429
C17 0.09 -2.11 -2.96  -0.3167
H5 0.83 -1.98 -3.73  0.2145
O3 0.02 -4.51 -3.35  -0.5070
C18 0.91 -4.36 -4.43  -0.2491
H6 1.05 -5.36 -4.83  0.2013
H7 0.50 -3.71 -5.21  0.1776
H8 1.88 -3.97 -4.10  0.1752
O4 -1.94 -4.73 -1.29  -0.4984
C19 -2.05 -5.81 -2.19  -0.2390
H9 -1.09 -6.31 -2.35  0.1853
H10 -2.76 -6.49 -1.73  0.1880
H11 -2.45 -5.48 -3.16  0.1739
O5 -2.73 -2.68 0.00  -0.4782
C20 -3.20 -1.61 0.78  -0.2512
H12 -2.39 -1.14 1.35  0.1771
H13 -3.69 -0.85 0.17  0.1791
H14 -3.92 -2.04 1.47  0.2011
H15 -1.62 -0.30 -0.70  0.2372
H16 0.86 0.36 -3.39  0.2044
H17 -0.59 1.09 -2.65  0.2579
H18 3.01 0.36 -1.72  0.2282
H19 2.10 -0.89 -0.84  0.2400
H20 -0.58 1.85 2.27  0.2392
H21 -0.45 3.80 6.25  0.1759
H22 -1.16 5.08 5.22  0.1771

Output
- HOMO-LUMO gap (eV) = 8.60
- structure (SMILES) = COc1cccc(N2C(=O)CN(Cc3cc(OC)c(OC)c(OC)c3)C2=S)c1
- HOMO (Ha) = -0.29536
- charge = 0
- total energy (hartree) = -1659.19654

=====

4.
Here is the molecule C5H8O from the OMol25 dataset. Energies are from the ωB97M-V functional and the def2-TZVPD basis.

Last column: natural (NBO) charge in e.
Geometry (Å):
C1 2.89 0.12 -0.18  -0.6843
C2 1.48 -0.21 -0.18  0.0245
C3 0.28 -0.25 -0.11  -0.0651
C4 -1.10 -0.53 -0.49  -0.4941
C5 -2.18 -0.09 0.47  -0.0479
O1 -2.16 1.29 0.73  -0.7103
H1 3.06 0.65 0.75  0.2395
H2 3.55 -0.75 -0.26  0.2337
H3 3.10 0.82 -0.99  0.2337
H4 -1.25 0.00 -1.44  0.2311
H5 -1.16 -1.61 -0.66  0.2348
H6 -3.14 -0.28 -0.01  0.1794
H7 -2.13 -0.68 1.39  0.1569
H8 -1.25 1.52 0.98  0.4680

Output
- HOMO-LUMO gap (eV) = 10.38
- structure (SMILES) = CC#CCCO
- HOMO (Ha) = -0.35112
- charge = 0
- total energy (hartree) = -270.48070